[1]
C4H7CdO2 as an isolated structure at a distorted geometry. Source: the OMol25 dataset; level of theory: ωB97M-V/def2-TZVPD.

energy above the lowest of the compared OMol25 structures with the same formula, charge and spin: 88.5 kcal/mol
total energy: -12913.2214 eV
multiplicity: 2

Last column: Mulliken charge in e.
Atoms and positions in Å:
O: 1.65 -0.12 1.49  -0.664
C: 0.84 0.86 1.37  0.092
C: -0.49 0.77 0.95  -0.985
H: -0.99 1.70 0.68  0.342
H: 1.35 1.82 1.16  0.278
H: -1.10 0.17 1.64  0.467
Cd: 2.96 -0.97 0.37  0.404
C: -0.91 -1.00 -1.35  -0.158
C: -0.03 0.09 -1.10  -0.781
O: -1.58 -1.69 -0.34  -0.444
H: -0.51 -1.74 -2.06  0.263
H: 0.07 1.18 -1.21  0.434
H: 0.72 0.03 -1.91  0.377
H: -1.96 -1.09 0.32  0.375

=====

[2]
C31H21N7O3PbS2 as an isolated structure at a distorted geometry. Source: the OMol25 dataset; level of theory: ωB97M-V/def2-TZVPD.

total energy: -75981.0538 eV
net charge: -1
multiplicity: 2

Last column: Mulliken charge in e.
Atoms and positions in Å:
Pb: 1.05 -0.80 0.56  1.296
O: -5.75 0.35 -1.20  -0.741
C: -5.40 -0.76 -0.77  0.384
O: -6.01 -1.83 -0.72  -0.730
C: -3.94 -0.80 -0.18  -1.043
C: -3.31 -2.00 0.10  -0.755
C: -2.03 -1.99 0.65  0.699
N: -1.40 -0.84 0.93  -0.325
C: -2.02 0.34 0.71  0.519
C: -3.28 0.38 0.12  -0.433
C: -1.31 1.52 1.16  0.659
C: -1.95 2.76 1.30  -0.502
C: -1.27 3.83 1.83  -0.635
C: 0.06 3.66 2.22  -0.715
C: 0.63 2.41 2.03  -0.449
N: -0.02 1.38 1.51  0.144
C: -1.29 -3.21 0.98  0.408
C: -1.91 -4.46 1.04  -0.860
C: -1.17 -5.57 1.38  -0.485
C: 0.18 -5.42 1.67  -0.873
C: 0.72 -4.15 1.61  -0.239
N: 0.02 -3.08 1.28  0.162
H: -3.84 -2.91 -0.14  0.465
H: -3.78 1.31 -0.13  0.564
H: -2.99 2.87 1.02  0.402
H: -1.75 4.79 1.94  0.438
H: 0.62 4.47 2.67  0.426
H: 1.66 2.22 2.32  0.436
H: -2.97 -4.55 0.83  0.354
H: -1.64 -6.55 1.42  0.433
H: 0.80 -6.27 1.94  0.389
H: 1.76 -3.97 1.84  0.357
N: -1.43 0.89 -2.74  0.162
C: -0.99 2.15 -2.45  0.418
C: -1.40 3.39 -2.90  -1.234
C: -0.69 4.49 -2.43  -0.498
C: 0.40 4.34 -1.57  -0.694
C: 0.82 3.10 -1.14  -0.607
C: 0.11 1.99 -1.57  0.533
N: 0.29 0.66 -1.33  -0.105
C: -0.62 0.02 -2.05  -0.156
C: -0.68 -1.40 -2.16  -0.234
C: -1.54 -2.16 -2.93  -0.261
S: -1.14 -3.84 -2.77  -0.190
C: 0.15 -3.38 -1.69  -0.276
N: 0.24 -2.12 -1.47  0.087
H: -2.26 0.64 -3.25  0.315
H: -2.23 3.50 -3.58  0.453
H: -0.97 5.48 -2.76  0.392
H: 0.92 5.23 -1.24  0.410
H: 1.68 2.98 -0.50  0.562
H: -2.36 -1.85 -3.54  0.405
H: 0.79 -4.12 -1.25  0.495
O: 3.08 -0.60 2.09  -0.840
N: 4.13 -0.04 1.59  0.595
C: 4.94 0.61 2.44  -0.232
C: 6.07 1.28 2.04  -0.727
C: 6.39 1.28 0.69  -0.144
C: 5.58 0.58 -0.18  -0.870
C: 4.43 -0.08 0.25  0.445
S: 3.44 -0.90 -0.87  -0.516
H: 4.62 0.58 3.47  0.410
H: 6.68 1.78 2.78  0.386
H: 7.25 1.82 0.33  0.374
H: 5.80 0.54 -1.23  0.392

=====

[3]
An isolated ion of composition C7H12NO4S2 and charge -1 at a distorted geometry. Source: the OMol25 dataset; level of theory: ωB97M-V/def2-TZVPD.

total energy: -38799.6469 eV
net charge: -1
multiplicity: 3

Last column: Mulliken charge in e.
Atoms and positions in Å:
C: -0.60 -0.25 -3.39  0.324
C: 0.44 -0.19 2.77  -0.638
C: 0.67 1.19 2.15  -0.884
C: 0.71 -1.29 1.65  -0.804
C: -0.18 1.36 0.86  -0.907
C: -0.21 -1.04 0.43  -0.832
C: 0.14 0.31 -0.15  -0.024
N: -1.51 -0.24 -4.22  -0.799
O: 1.84 0.02 -2.63  -0.503
O: 0.71 -2.15 -2.35  -0.544
O: -2.25 -0.01 -1.21  -0.665
O: -1.11 2.11 -1.83  -0.665
S: 1.10 -1.05 -3.28  0.507
S: -0.96 0.66 -1.53  0.942
H: 1.14 -0.23 3.60  0.369
H: -0.65 -0.39 3.07  0.325
H: 0.37 2.07 2.68  0.415
H: 1.74 1.16 1.93  0.302
H: 1.78 -1.17 1.57  0.435
H: 0.53 -2.18 2.32  0.284
H: -1.34 1.24 1.01  0.308
H: -0.01 2.35 0.62  0.433
H: -0.07 -1.68 -0.41  0.433
H: -1.24 -1.19 0.66  0.392
H: 1.21 0.36 -0.50  0.489
H: -2.26 0.23 -3.82  0.310

=====

[4]
C8H13N4O7P2Re as an isolated structure at a distorted geometry. Source: the OMol25 dataset; level of theory: ωB97M-V/def2-TZVPD.

energy above the lowest of the compared OMol25 structures with the same formula, charge and spin: 11.4 kcal/mol
total energy: -49484.3877 eV
net charge: +3
multiplicity: 2

Last column: Mulliken charge in e.
Atoms and positions in Å:
Re: -0.12 0.08 0.47  1.515
N: -0.43 -3.06 3.10  -0.043
C: -1.80 -2.97 2.93  -0.545
C: -2.02 -1.96 2.05  -0.220
N: -0.79 -1.44 1.69  -0.026
C: 0.15 -2.14 2.35  0.501
C: 1.51 -1.75 2.05  0.365
N: 1.63 -0.75 1.14  -0.115
C: 2.99 -0.54 0.95  -0.217
C: 3.66 -1.40 1.75  -0.623
N: 2.72 -2.15 2.42  -0.043
H: 0.03 -3.75 3.68  0.220
H: -2.47 -3.63 3.45  0.422
H: -2.94 -1.58 1.66  0.483
H: 3.37 0.22 0.29  0.508
H: 4.72 -1.54 1.91  0.421
H: 2.94 -2.88 3.08  0.222
C: 0.11 1.87 -3.48  -1.433
C: -0.34 1.45 -2.10  0.664
O: 0.73 0.70 -1.38  -0.584
P: -0.49 2.81 -0.86  0.859
O: -1.74 3.69 -0.96  -0.405
O: 0.74 3.70 -1.05  -0.463
O: -0.41 2.01 0.48  -0.620
P: -1.73 0.19 -2.15  0.678
O: -3.01 1.08 -2.00  -0.441
O: -1.56 -0.76 -3.23  -0.559
O: -1.55 -0.44 -0.65  -0.417
H: 1.03 2.47 -3.43  0.456
H: -0.67 2.48 -3.95  0.432
H: 0.25 0.99 -4.11  0.474
H: 1.17 0.08 -1.99  0.356
H: -2.63 3.42 -0.68  0.381
H: 0.73 4.66 -0.88  0.419
H: -3.78 0.84 -2.54  0.376